(1)
ORCA calculation (ωB97M-V/def2-TZVPD) on a 2-piece molecular cluster, C29H49NO6 overall in a non-equilibrium geometry.

Each line ends with the Mulliken charge.
Cartesian coordinates (Å):
C -0.299 -1.028 2.668  -0.295
C -0.240 -2.525 2.312  -0.997
C -1.474 -3.001 1.553  -1.042
C -1.446 -2.548 0.072  0.690
C -2.714 -1.793 -0.316  -1.033
C -2.677 -1.273 -1.748  0.495
C -2.755 -2.335 -2.857  -1.004
C -1.800 -2.075 -4.034  -0.663
C -0.372 -2.609 -3.829  -1.236
C 0.644 -1.674 -3.159  0.220
C 0.737 -0.242 -3.725  -0.616
C 0.302 0.853 -2.751  -1.297
C 0.845 0.670 -1.317  0.304
C 1.271 1.952 -0.601  -0.586
C 2.749 2.383 -0.771  -1.309
N 3.587 1.388 -1.403  0.338
C 4.628 0.738 -0.747  0.398
O 4.903 0.844 0.403  -0.635
C 5.303 -0.077 -1.802  -0.051
C 6.293 -1.040 -1.682  -0.664
C 6.708 -1.677 -2.859  -0.426
C 6.156 -1.348 -4.102  -0.620
C 5.167 -0.360 -4.199  0.067
O 4.654 0.007 -5.424  -0.565
C 4.755 0.269 -3.027  0.961
C 3.740 1.344 -2.787  0.266
O 3.206 2.066 -3.571  -0.607
H 0.312 -0.442 1.983  0.007
H 0.093 -0.839 3.662  0.468
H -1.322 -0.664 2.611  -0.073
H 0.663 -2.715 1.735  0.368
H -0.160 -3.105 3.231  0.422
H -1.503 -4.088 1.581  0.417
H -2.353 -2.567 2.023  0.345
H -0.636 -1.825 -0.014  -0.492
H -1.266 -3.390 -0.589  0.436
H -3.610 -2.381 -0.117  0.435
H -2.742 -0.920 0.338  0.038
H -1.731 -0.745 -1.858  -0.756
H -3.456 -0.530 -1.904  0.596
H -3.763 -2.291 -3.271  0.419
H -2.637 -3.345 -2.470  0.340
H -2.209 -2.597 -4.896  0.405
H -1.819 -1.002 -4.212  0.350
H 0.020 -3.007 -4.761  0.445
H -0.468 -3.474 -3.170  0.413
H 1.621 -2.143 -3.283  0.492
H 0.451 -1.688 -2.092  -0.297
H 1.733 -0.051 -4.112  -0.096
H 0.083 -0.189 -4.595  0.574
H 0.629 1.817 -3.138  0.547
H -0.784 0.885 -2.725  0.793
H 1.626 -0.085 -1.328  0.500
H 0.039 0.246 -0.718  -0.314
H 0.619 2.750 -0.943  0.588
H 1.081 1.787 0.457  -0.082
H 2.797 3.289 -1.370  0.286
H 3.156 2.642 0.198  0.576
H 6.716 -1.282 -0.720  0.515
H 7.466 -2.445 -2.826  0.389
H 6.476 -1.834 -5.010  0.488
H 3.811 -0.441 -5.556  0.295
C 0.506 2.617 4.934  -0.714
O -0.803 2.759 4.432  -0.345
C -0.899 2.347 3.081  0.095
C -2.338 2.095 2.690  -0.756
O -2.831 0.830 3.109  -0.199
C -3.172 0.694 4.481  -0.571
C -4.484 1.346 4.853  -0.746
O -4.315 2.740 5.043  -0.253
C -5.543 3.430 5.027  -0.775
H 1.220 3.219 4.360  0.320
H 0.503 2.961 5.966  0.261
H 0.822 1.567 4.913  0.247
H -0.321 1.429 2.920  -0.118
H -0.487 3.143 2.443  0.461
H -2.381 2.065 1.599  0.464
H -2.983 2.908 3.028  0.310
H -2.365 1.045 5.127  0.298
H -3.283 -0.382 4.637  0.434
H -4.852 0.905 5.790  0.444
H -5.218 1.158 4.060  0.338
H -6.043 3.319 4.057  0.325
H -5.332 4.485 5.192  0.233
H -6.211 3.073 5.820  0.314

Frontier orbital gap: 0.335 Eh
Electronic energy: -1640.56463 a.u.
LUMO level: -0.25 eV
SMILES: CCCCCCCCCCCCCCCN1C(=O)c2cccc(O)c2C1=O.COCCOCCOC
Energy relative to the best compared isomer or geometry (same formula, charge and spin): 0.0 kcal/mol

***

(2)
ORCA calculation (ωB97M-V/def2-TZVPD) on a 4-piece molecular cluster, C29H50BrF2N2O9Si overall in a non-equilibrium geometry.

Each line ends with the Mulliken charge.
Cartesian coordinates (Å):
C 10.642 -3.463 1.195  -0.682
N 9.250 -3.262 0.621  -0.406
C 8.601 -1.996 1.142  -0.767
C 7.281 -1.677 0.172  0.249
N 5.995 -1.526 1.012  -0.075
C 5.112 -0.608 0.431  -0.146
C 3.651 -0.066 0.944  1.066
F 3.367 1.200 0.211  -0.293
F 3.845 0.343 2.385  -0.321
C 2.439 -1.168 0.879  -0.851
C 1.252 -0.642 -0.159  -0.201
Si -0.014 -2.017 -0.648  0.346
C -0.807 -1.559 -2.383  -0.896
C 0.823 -3.756 -0.843  -0.999
C -1.499 -2.212 0.569  0.487
C -1.446 -3.246 1.870  -0.253
C -2.768 -3.401 2.851  -0.417
C -4.161 -2.530 2.553  -0.361
C -4.252 -1.482 1.263  -0.442
C -2.898 -1.362 0.316  -0.226
C 5.821 -0.076 -0.988  -0.375
C 7.377 -0.104 -0.377  -0.510
Br 8.892 0.412 -1.576  -0.048
H 11.090 -2.511 1.713  0.259
H 10.691 -4.396 1.918  0.236
H 11.340 -3.736 0.267  0.277
H 9.373 -3.112 -0.405  0.303
H 9.387 -1.110 1.133  0.345
H 8.239 -2.148 2.247  0.201
H 7.268 -2.440 -0.717  0.290
H 5.858 -2.024 1.921  0.354
H 2.778 -2.272 0.685  0.292
H 1.933 -1.170 1.960  0.308
H 1.819 -0.337 -1.159  0.300
H 0.700 0.324 0.221  0.133
H -1.870 -2.095 -2.386  0.292
H -0.143 -1.962 -3.266  0.164
H -1.036 -0.406 -2.485  0.266
H 0.415 -4.204 -1.852  0.300
H 0.465 -4.470 0.037  0.363
H 1.989 -3.667 -0.800  0.213
H -0.457 -3.851 2.053  0.163
H -2.689 -4.175 3.751  0.272
H -5.120 -2.657 3.223  0.298
H -5.245 -0.870 1.029  0.302
H -2.958 -0.647 -0.628  0.196
H 5.425 0.931 -1.438  0.380
H 5.891 -0.955 -1.792  0.264
H 7.240 0.598 0.567  0.411
C 0.243 3.692 3.715  -1.250
C -0.237 2.609 2.764  0.092
O -1.655 2.428 2.859  -0.353
C -2.411 3.382 2.265  0.715
O -2.000 4.357 1.656  -0.562
O -3.716 3.080 2.479  -0.313
C -4.624 4.068 1.997  -0.632
H -0.083 3.477 4.738  0.315
H 1.333 3.769 3.696  0.358
H -0.173 4.670 3.450  0.326
H 0.223 1.656 3.043  0.226
H 0.057 2.818 1.728  0.246
H -4.450 4.284 0.938  0.342
H -4.536 4.979 2.597  0.327
H -5.641 3.679 2.106  0.139
C 1.431 -2.614 -9.395  -1.094
C 1.560 -1.290 -8.660  -0.146
O 1.215 -1.430 -7.277  -0.350
C 2.145 -2.034 -6.497  0.667
O 3.234 -2.449 -6.858  -0.565
O 1.647 -2.118 -5.237  -0.216
C 2.486 -2.834 -4.333  -0.439
H 0.430 -3.035 -9.254  0.291
H 1.616 -2.484 -10.464  0.355
H 2.141 -3.354 -9.013  0.313
H 0.857 -0.571 -9.091  0.287
H 2.565 -0.863 -8.766  0.302
H 3.499 -2.421 -4.318  0.292
H 2.504 -3.894 -4.604  0.323
H 2.061 -2.740 -3.329  -0.072
C -12.037 5.556 2.583  -1.090
C -11.498 4.176 2.249  -0.158
O -10.066 4.161 2.269  -0.345
C -9.495 4.162 3.499  0.683
O -10.081 4.162 4.570  -0.551
O -8.148 4.184 3.338  -0.239
C -7.423 4.297 4.561  -0.541
H -11.601 6.311 1.919  0.288
H -13.125 5.582 2.486  0.354
H -11.778 5.850 3.606  0.314
H -11.803 3.909 1.232  0.282
H -11.902 3.408 2.920  0.304
H -7.712 3.513 5.268  0.320
H -7.581 5.289 4.996  0.304
H -6.358 4.183 4.337  0.090

Frontier orbital gap: 0.184 Eh
Electronic energy: -4984.21495 a.u.
Total charge: +1
LUMO level: -5.34 eV